# 1
# C5H10NO

A cluster of 2 separate species, C5H10NO in total at a distorted geometry (ωB97M-V/def2-TZVPD, the OMol25 dataset).

XYZ file:
```
17
Properties=species:S:1:pos:R:3
C -1.180 1.381 0.746
C -0.806 1.381 -0.473
C -0.927 0.428 1.869
C -0.344 1.525 -1.756
C 1.390 -2.309 0.002
N 1.078 -1.002 -0.436
O 1.169 -0.774 -1.625
H -1.803 2.231 1.026
H -1.809 0.356 2.499
H -0.106 0.806 2.480
H -0.655 -0.550 1.485
H -1.084 1.397 -2.543
H 0.304 2.391 -1.909
H 0.375 0.631 -1.863
H 1.619 -3.005 -0.809
H 0.548 -2.656 0.609
H 2.231 -2.231 0.698
```

total energy = -8872.720 eV
LUMO energy = -0.2003 hartree
relative energy (zero: lowest compared OMol25 entry of this formula, charge and spin) = 565.4 kJ/mol
largest force on an atom = 2.23 eV/Å
net charge = +1
highest occupied orbital energy = -0.5206 hartree

# 2
# C5H10NO

A cluster of 2 separate species, C5H10NO in total at a distorted geometry (ωB97M-V/def2-TZVPD, the OMol25 dataset).

XYZ file:
```
17
Properties=species:S:1:pos:R:3
C -2.269 0.700 0.630
C -2.528 0.100 -0.517
C -0.626 1.312 2.233
N -0.925 0.786 1.117
H -2.964 1.163 1.311
H -1.744 -0.237 -1.182
H -3.554 -0.016 -0.831
H 0.401 1.394 2.561
H -1.411 1.759 2.833
H -0.179 0.355 0.520
O 1.329 0.073 -0.152
C 2.150 -0.256 -0.976
C 2.350 -1.655 -1.459
H 2.838 0.482 -1.413
H 1.588 -2.291 -1.006
H 3.321 -2.020 -1.127
H 2.226 -1.649 -2.541
```

total energy = -8876.756 eV
LUMO energy = -0.1746 hartree
relative energy (zero: lowest compared OMol25 entry of this formula, charge and spin) = 176.0 kJ/mol
largest force on an atom = 1.10 eV/Å
net charge = +1
highest occupied orbital energy = -0.5232 hartree

# 3
# C5H10NO

A cluster of 2 separate species, C5H10NO in total (ωB97M-V/def2-TZVPD, the OMol25 dataset).

XYZ file:
```
17
Properties=species:S:1:pos:R:3
C -0.232 0.013 1.575
C 0.182 -1.069 0.933
C 0.445 2.100 2.563
N 0.667 1.114 1.784
H -1.201 0.131 2.040
H 1.231 -1.224 0.699
H -0.487 -1.907 0.801
H 1.217 2.849 2.711
H -0.510 2.175 3.069
H 1.572 1.022 1.325
O 0.565 0.125 -2.204
C -0.037 -0.862 -2.480
C -1.405 -1.290 -2.076
H 0.466 -1.524 -3.241
H -1.803 -0.631 -1.313
H -1.411 -2.341 -1.780
H -2.004 -1.192 -2.992
```

spin multiplicity = 2
total energy = -8863.136 eV
LUMO energy (spin up / spin down) = -0.3368 / -0.4783 hartree
relative energy (zero: lowest compared OMol25 entry of this formula, charge and spin) = 7.6 kJ/mol
largest force on an atom = 0.96 eV/Å
net charge = +2
<S²> = 0.76
highest occupied orbital energy (spin up / spin down) = -0.6912 / -0.6908 hartree

# 4
# C5H10NO2

The ion C5H10NO2 with charge -1 at a distorted geometry (ωB97M-V/def2-TZVPD, the OMol25 dataset).

XYZ file:
```
18
Properties=species:S:1:pos:R:3
C -1.305 2.673 -0.606
C -1.433 1.340 -1.288
C -0.052 0.653 -1.479
C 0.520 -0.035 -0.195
O 1.638 0.273 0.191
N -0.353 -0.878 0.375
C 0.255 -1.938 1.725
O 1.329 -2.533 1.426
H -0.300 2.862 -0.208
H -1.404 3.614 -1.169
H -1.991 2.825 0.239
H -2.188 0.682 -0.850
H -1.872 1.455 -2.295
H 0.587 1.409 -1.911
H -0.233 -0.169 -2.170
H -1.270 -1.015 -0.033
H 0.341 -1.069 2.417
H -0.633 -2.603 1.767
```

total energy = -10931.929 eV
LUMO energy = 0.1380 hartree
relative energy (zero: lowest compared OMol25 entry of this formula, charge and spin) = 225.4 kJ/mol
largest force on an atom = 2.13 eV/Å
structure (SMILES) = CCCC(=O)NC[O-]
net charge = -1
highest occupied orbital energy = -0.1202 hartree

# 5
# C5H10NO2

The ion C5H10NO2 with charge -1 at a distorted geometry (ωB97M-V/def2-TZVPD, the OMol25 dataset).

XYZ file:
```
18
Properties=species:S:1:pos:R:3
C -1.227 -1.083 1.621
C -1.285 -0.844 0.091
C -0.563 0.414 -0.358
C 0.946 0.358 -0.257
N 1.525 -0.532 -1.264
C 1.570 1.780 -0.300
O 1.098 2.589 0.524
O 2.371 1.982 -1.250
H -0.354 -0.622 2.061
H -2.082 -0.619 2.086
H -1.283 -2.148 1.860
H -2.337 -0.755 -0.193
H -0.934 -1.716 -0.456
H -0.917 1.278 0.190
H -0.841 0.652 -1.399
H 1.168 -0.037 0.726
H 0.858 -0.694 -2.011
H 2.290 -0.002 -1.670
```

total energy = -10934.036 eV
LUMO energy = 0.1432 hartree
relative energy (zero: lowest compared OMol25 entry of this formula, charge and spin) = 22.1 kJ/mol
largest force on an atom = 1.31 eV/Å
structure (SMILES) = CCC[C@@H](N)C(=O)[O-]
net charge = -1
highest occupied orbital energy = -0.1468 hartree

# 6
# C5H10NO2

A structure of composition C5H10NO2 at a distorted geometry (ωB97M-V/def2-TZVPD, the OMol25 dataset).

XYZ file:
```
18
Properties=species:S:1:pos:R:3
C 0.298 0.651 0.817
C 0.036 1.411 -0.489
C -0.936 2.609 -0.447
O -1.196 3.172 -1.616
C 0.113 -0.893 0.708
N 0.301 -1.433 -0.549
C 0.658 -2.823 -0.338
O 0.280 -1.533 1.752
H -0.400 0.853 1.635
H 1.309 0.851 1.171
H -0.549 0.744 -1.131
H 0.963 1.595 -1.023
H -0.475 3.360 0.287
H -1.823 2.265 0.182
H -0.823 -1.160 -0.181
H 0.036 -3.307 0.421
H 1.676 -2.926 0.034
H 0.534 -3.434 -1.233
```

total energy = -10929.144 eV
LUMO energy = 0.1182 hartree
relative energy (zero: lowest compared OMol25 entry of this formula, charge and spin) = 494.0 kJ/mol
largest force on an atom = 7.06 eV/Å
net charge = -1
highest occupied orbital energy = -0.0821 hartree

# 7
# C5H10NO2

The ion C5H10NO2 with charge -1 at a distorted geometry (ωB97M-V/def2-TZVPD, the OMol25 dataset).

XYZ file:
```
18
Properties=species:S:1:pos:R:3
C 0.620 0.118 -0.969
C 2.653 -0.694 0.148
C -0.603 -0.025 0.186
C -1.851 0.152 -0.631
C -0.362 1.126 1.172
N -0.425 -1.281 0.817
O -0.926 -2.308 0.137
O 1.868 0.362 -0.415
H 0.750 -0.915 -1.471
H 0.325 0.932 -1.674
H 2.993 -0.633 1.131
H 2.404 -1.708 -0.087
H -1.919 1.199 -0.761
H -2.726 -0.222 -0.090
H -1.827 -0.357 -1.680
H -0.597 0.878 2.201
H -1.108 1.979 0.807
H 0.732 1.397 1.179
```

spin multiplicity = 3
total energy = -10927.075 eV
LUMO energy (spin up / spin down) = 0.1456 / 0.1374 hartree
largest force on an atom = 3.46 eV/Å
net charge = -1
<S²> = 2.01
highest occupied orbital energy (spin up / spin down) = -0.0487 / -0.0782 hartree

# 8
# C5H10NO2

A cluster of 2 separate species, C5H10NO2 in total at a distorted geometry (ωB97M-V/def2-TZVPD, the OMol25 dataset).

XYZ file:
```
18
Properties=species:S:1:pos:R:3
C 1.028 -1.603 -0.564
C -0.423 -1.101 2.490
C 0.212 -0.716 -0.021
C -1.629 0.857 -0.028
C 0.783 1.711 -0.275
N -0.186 0.575 -0.522
O -1.219 -0.387 2.866
O 1.525 -1.453 -1.846
H 1.182 -2.417 0.037
H 0.216 -2.049 2.677
H -2.281 0.260 -0.617
H -1.600 0.899 1.033
H -1.939 1.763 -0.502
H 0.392 2.537 -1.017
H 0.723 1.837 0.785
H 1.672 1.255 -0.740
H 0.002 0.403 -1.522
H 1.542 -2.372 -2.235
```

total energy = -10919.693 eV
LUMO energy (spin up / spin down) = -0.1538 / -0.1539 hartree
relative energy (zero: lowest compared OMol25 entry of this formula, charge and spin) = 613.5 kJ/mol
largest force on an atom = 4.40 eV/Å
net charge = +1
highest occupied orbital energy (spin up / spin down) = -0.4662 / -0.4660 hartree